[1]
Formula: C28H44N6O4
Source: OMol25
Level of theory: ωB97M-V with the def2-TZVPD basis set

The LUMO energy comes out at -0.71 eV. Its HOMO-LUMO gap is 6.31 eV. As for the molecular weight: 528.70 g/mol.

Cartesian coordinates (Å):
C -5.02001 -1.79702 -1.95391
O -3.96994 -1.93860 -2.85772
C -2.86511 -1.08931 -2.57827
C -1.90105 -1.65580 -1.57521
N -1.25503 -2.91687 -2.07944
H -1.07151 -2.73885 -3.06860
H -0.36394 -3.06424 -1.60863
C -2.02348 -4.20923 -1.94583
C -1.83253 -4.79635 -0.56766
O -2.16379 -3.80394 0.37862
C -2.20784 -4.30782 1.70641
H -4.73885 -1.87754 -0.89669
H -5.74277 -2.61408 -2.08419
H -5.66970 -0.92529 -2.09358
H -3.24907 -0.15466 -2.14960
H -2.36753 -0.73196 -3.48377
H -2.32691 -1.71033 -0.58278
H -1.07350 -0.94305 -1.56959
H -1.59505 -4.86327 -2.70514
H -3.07474 -4.02275 -2.13654
H -0.82386 -5.17223 -0.33678
H -2.50326 -5.65791 -0.44768
H -2.01567 -3.48611 2.39138
H -1.37342 -5.00183 1.85920
H -3.15323 -4.81542 1.89975
C 0.59080 2.16312 -0.74628
C 0.45730 1.88143 -2.24880
O 0.04576 0.71728 -2.55517
O 0.98523 2.66344 -3.05211
H 0.15002 3.14028 -0.53587
H 1.64284 2.28046 -0.47548
H 0.12919 1.35650 -0.18184
N 3.76731 -1.47717 -2.67230
C 4.91748 -0.93915 -3.17826
C 4.92058 0.41127 -2.89626
C 3.74157 0.66502 -2.15367
C 3.07133 -0.51297 -1.98901
H 3.49461 -2.43035 -2.81385
H 5.57773 -1.50947 -3.80994
H 5.64925 1.16783 -3.13092
H 3.34539 1.57796 -1.73814
H 2.10232 -0.74225 -1.58016
N -4.37596 3.36066 -1.66804
C -3.10632 3.10184 -1.23057
C -3.17962 2.08536 -0.31275
C -4.54226 1.71664 -0.19997
C -5.26477 2.53430 -1.03717
H -4.54610 3.99154 -2.42942
H -2.25384 3.59834 -1.66320
H -2.33461 1.66639 0.20886
H -4.97235 0.93085 0.40083
H -6.32503 2.64488 -1.18631
N 5.17546 2.27142 1.04092
C 4.08041 1.54869 1.40666
C 3.80465 1.77382 2.72677
C 4.78487 2.69767 3.18786
C 5.61445 2.97364 2.12891
H 5.62007 2.29708 0.14190
H 3.60506 0.87039 0.71549
H 3.07249 1.23993 3.30970
H 4.85323 3.14224 4.16742
H 6.50335 3.58046 2.17357
N 0.93068 3.84958 2.52853
C 0.46111 4.75751 3.44569
C -0.78466 4.32970 3.83417
C -1.05595 3.11812 3.15418
C 0.03874 2.82603 2.37572
H 1.91454 3.77276 2.32165
H 1.08654 5.56399 3.78500
H -1.30190 4.76213 4.67706
H -1.93195 2.50807 3.30340
H 0.33584 1.91103 1.90292
N 1.28507 -2.07027 0.96530
C 1.43892 -1.02397 1.81545
C 1.43336 -1.50285 3.10165
C 1.45893 -2.92274 2.99953
C 1.27217 -3.25141 1.68301
H 1.26149 -2.04340 -0.03528
H 1.33260 0.01695 1.55199
H 1.49319 -0.93738 4.01479
H 1.63875 -3.62589 3.79729
H 1.27244 -4.18282 1.14077

Atomic partial charges in e from the Mulliken method, atoms 1 to 2: -0.663, -0.489

=====

[2]
Formula: C6H14O3
Source: OMol25
Level of theory: ωB97M-V with the def2-TZVPD basis set

The LUMO energy comes out at 0.48 eV. Its HOMO-LUMO gap is 8.99 eV. As for the molecular weight: 134.18 g/mol.

Cartesian coordinates (Å):
C -1.38505 0.79374 -0.03569
C -2.28058 0.12272 0.97334
C -1.05343 2.24833 0.17583
O -1.34592 0.33356 -1.20412
O 0.10034 -1.82227 -1.01274
H 0.26020 0.39324 -1.82398
H -0.70496 -1.26551 -1.20468
H -2.28889 -0.95247 0.82288
H -3.29558 0.50832 0.83922
H -1.96758 0.33165 1.99564
H -0.75580 2.45292 1.20276
H -1.94911 2.83695 -0.04617
H -0.25016 2.55825 -0.49237
C 2.44289 -1.67486 -0.67983
C 0.86226 -0.14794 0.95080
C 1.12634 -0.96937 -0.84100
O 1.19209 0.05432 -1.71121
H 2.38550 -2.39825 0.12838
H 2.66152 -2.20174 -1.60998
H 0.92420 -1.08811 1.49764
H 1.83148 0.34883 0.97177
H 0.26133 0.48906 1.59192
H 3.22889 -0.95135 -0.48838

Atomic partial charges in e from the Mulliken method, atoms 1 to 2: 1.009, -1.166

=====

[3]
Formula: C21H64N2O11
Source: OMol25
Level of theory: ωB97M-V with the def2-TZVPD basis set

The LUMO energy comes out at 0.46 eV. Its HOMO-LUMO gap is 9.79 eV. The SMILES is NC(N)=O.CCO.CCO.CCO.CCO.CCO.CCO.CCO.CCO.CCO.CCO. As for the molecular weight: 520.75 g/mol.

Cartesian coordinates (Å):
N 1.84546 3.49582 3.60018
C 2.62153 2.56391 3.00746
N 3.87270 2.46901 3.39472
O 2.16051 1.84352 2.14030
H 0.89814 3.53236 3.34602
H 2.19564 4.12483 4.27413
H 4.28579 1.64659 3.11812
H 4.18692 2.95591 4.23920
C 5.93621 -0.88817 0.80769
C 4.43218 -0.68384 0.80824
O 4.15925 -0.05917 2.04879
H 6.51315 0.04076 0.77892
H 6.30275 -1.46236 -0.01362
H 6.18288 -1.35372 1.76847
H 3.98388 -1.72768 0.61424
H 4.08343 0.01114 -0.00300
H 3.26398 0.28417 2.08278
C -1.37240 -5.54382 -1.04143
C -1.82587 -4.12988 -0.76277
O -0.90004 -3.19389 -1.38344
H -2.08393 -6.12632 -0.38979
H -0.39867 -5.81808 -0.69648
H -1.51503 -5.76212 -2.06377
H -1.79855 -3.93320 0.33096
H -2.82877 -4.11769 -1.13009
H -1.15941 -3.09605 -2.27704
C 3.78603 -2.48899 -3.16051
C 2.53843 -2.03430 -2.36371
O 1.97832 -0.88434 -2.95561
H 4.20624 -3.31205 -2.62606
H 4.53941 -1.75372 -3.30086
H 3.44586 -2.77513 -4.13026
H 2.87678 -1.82838 -1.36210
H 1.71636 -2.78174 -2.35991
H 2.67907 -0.21594 -2.91082
C -0.70279 -0.29581 -5.18141
C -0.54908 -1.71949 -4.50412
O -1.83860 -2.37272 -4.30726
H -1.68755 -0.01678 -5.49688
H -0.16333 -0.21802 -6.08106
H -0.28238 0.53087 -4.52947
H -0.01755 -1.68388 -3.53675
H 0.04469 -2.38079 -5.20345
H -1.72062 -3.29949 -4.34692
C -4.43956 -1.09245 -1.19169
C -3.79644 0.21299 -1.29041
O -3.74243 0.76132 0.05356
H -4.12236 -1.79214 -2.01236
H -5.57895 -1.03336 -1.11424
H -3.98492 -1.60745 -0.30989
H -4.31455 0.86982 -1.99237
H -2.82660 0.15142 -1.75867
H -2.83187 1.01301 0.21354
C -5.25409 -1.26066 4.35839
C -4.85203 -1.10595 2.87280
O -4.95350 0.31860 2.53560
H -5.10801 -2.31384 4.79218
H -6.29702 -1.05972 4.40363
H -4.73673 -0.60754 5.05248
H -5.48631 -1.64120 2.17924
H -3.82805 -1.42234 2.66486
H -4.68547 0.51472 1.62657
C -0.94892 0.09114 4.39501
C -0.75104 1.49631 3.90304
O -1.92079 2.10370 3.33231
H -0.03944 -0.39578 4.67040
H -1.38507 -0.46266 3.54073
H -1.72522 0.01180 5.14646
H 0.09527 1.48408 3.23884
H -0.50919 2.13307 4.73647
H -2.07634 1.64975 2.47210
C 1.89116 2.58407 -1.64428
C 2.97726 2.68150 -2.74533
O 3.60401 1.40752 -2.97112
H 2.27275 1.95957 -0.82171
H 0.88648 2.25733 -2.05124
H 1.79634 3.57506 -1.22714
H 3.74258 3.39552 -2.44875
H 2.52505 3.04042 -3.63771
H 4.26861 1.54354 -3.69064
C 0.54434 -1.38142 0.61274
C -0.44537 -0.45265 0.02787
O -0.74934 0.67234 0.94426
H -0.05036 -1.86102 1.42867
H 1.29360 -0.87959 1.18658
H 1.04070 -2.07441 -0.08488
H -1.45058 -0.87271 -0.12293
H -0.07809 -0.03751 -0.93800
H 0.04479 1.08031 1.31759
C -0.55600 5.26098 -0.42579
C -1.10456 4.08415 0.35335
O -0.60821 4.03660 1.67028
H -0.71118 6.19109 0.15700
H -1.07182 5.29603 -1.38864
H 0.51608 5.12587 -0.55996
H -0.87822 3.15432 -0.18383
H -2.19792 4.18751 0.35791
H -1.29346 3.46764 2.12548

Atomic partial charges in e from the Mulliken method, atoms 1 to 2: -0.302, 0.539

=====

[4]
Formula: C52H45F3GeN3NiSb
Source: OMol25
Level of theory: ωB97M-V with the def2-TZVPD basis set

The LUMO energy (alpha / beta) comes out at -6.94 / -6.97 eV. Its HOMO-LUMO gap (alpha / beta) is 6.68 / 6.64 eV. As for the molecular weight: 1022.01 g/mol. As for the charge: +2.

Cartesian coordinates (Å):
Ni 0.53960 -0.36783 -0.78890
C -4.57805 -2.60220 1.19394
C -3.80447 -3.86861 1.45054
C -4.21830 -4.74257 2.45794
C -3.54488 -5.92289 2.71805
C -2.42157 -6.26527 1.97468
C -1.98251 -5.41112 0.98037
C -2.67315 -4.22897 0.72309
N -2.18553 -3.37611 -0.33274
C -1.44989 -2.27972 -0.12259
N -1.25669 -1.94755 1.17555
C -0.65217 -0.82869 1.71559
C -0.15913 0.25984 0.93990
C 0.46976 1.31014 1.66854
C 0.55731 1.32096 3.03186
C 0.03829 0.24134 3.74860
C -0.55945 -0.83591 3.12116
C -1.10620 -1.98699 3.92590
N -0.92878 -1.54734 -1.08486
C -1.40920 -1.70517 -2.42604
C -2.76761 -1.83950 -2.69839
C -3.20883 -1.98973 -4.00471
C -2.29698 -1.99016 -5.04719
C -0.94835 -1.82602 -4.77602
C -0.49225 -1.67765 -3.47323
C 0.97440 -1.49457 -3.20702
H -5.62121 -2.83560 0.97905
H -4.18437 -2.02325 0.36011
H -4.57070 -1.95817 2.07526
H -5.10004 -4.48930 3.03583
H -3.89983 -6.58394 3.49835
H -1.89575 -7.19090 2.16751
H -1.10938 -5.65622 0.38623
H -2.25122 -3.70113 -1.28630
H -1.61318 -2.62581 1.83562
H 0.83386 2.16818 1.11943
H 1.02902 2.14910 3.54584
H 0.10588 0.23872 4.83065
H -0.95981 -1.81024 4.98835
H -0.60845 -2.93084 3.68154
H -2.18199 -2.12053 3.76621
H -3.48326 -1.82511 -1.88586
H -4.26707 -2.09803 -4.20489
H -2.63386 -2.10668 -6.06817
H -0.23543 -1.80795 -5.59270
H 1.48330 -1.11867 -4.09259
H 1.46959 -2.40724 -2.87181
H 1.17301 -0.71151 -2.45532
Ge -1.45443 1.31271 -0.41065
C -1.18767 3.21627 -0.20095
C -1.01317 3.95156 -1.37289
C -0.97731 5.34079 -1.33287
C -1.10928 6.00050 -0.12034
C -1.28508 5.27456 1.05507
C -1.33151 3.88954 1.01461
C -3.22323 0.78249 0.15919
C -3.51227 0.69977 1.52253
C -4.81976 0.52253 1.95306
C -5.84884 0.42542 1.02472
C -5.57232 0.51472 -0.33285
C -4.26414 0.69989 -0.76619
H -1.15248 1.00775 -1.89733
H -0.89659 3.44607 -2.32646
H -0.84445 5.90323 -2.24870
H -1.08220 7.08218 -0.08652
H -1.40005 5.79182 1.99966
H -1.48820 3.33931 1.93701
H -2.71937 0.78538 2.26011
H -5.03893 0.47307 3.01269
H -6.86998 0.29587 1.36063
H -6.37689 0.45817 -1.05562
H -4.06335 0.79861 -1.82692
F 7.66051 -2.09083 -3.27275
C 6.61816 -1.50829 -2.68441
C 5.45658 -1.33012 -3.41364
C 4.37408 -0.72867 -2.79368
C 4.45577 -0.30635 -1.46741
C 5.64393 -0.49620 -0.76020
C 6.73349 -1.09983 -1.36830
Sb 2.85261 0.67706 -0.50336
C 3.63422 0.85682 1.43701
C 4.26395 2.02275 1.86243
C 4.82286 2.08983 3.13165
C 4.74898 0.97621 3.94639
F 5.28532 1.03313 5.16495
C 4.13932 -0.20093 3.54450
C 3.57730 -0.25214 2.28048
C 2.91433 2.62299 -1.30664
C 2.40779 3.71452 -0.60231
C 2.46039 4.98662 -1.15046
C 3.00515 5.14107 -2.41075
F 3.04710 6.36286 -2.94426
C 3.51122 4.07823 -3.13640
C 3.46757 2.81313 -2.57236
H 5.41571 -1.65674 -4.44443
H 3.47153 -0.57714 -3.37206
H 5.73689 -0.17436 0.26926
H 7.66430 -1.25428 -0.83868
H 4.33096 2.88709 1.21270
H 5.31907 2.98275 3.48774
H 4.11807 -1.04859 4.21630
H 3.08833 -1.16706 1.96029
H 1.97641 3.59747 0.38519
H 2.08497 5.85011 -0.61759
H 3.93948 4.25280 -4.11417
H 3.89062 1.98131 -3.12233

Atomic partial charges in e from the Mulliken method, atoms 1 to 2: -0.340, -0.630

=====

[5]
Formula: C30H61BrO8PS3
Source: OMol25
Level of theory: ωB97M-V with the def2-TZVPD basis set

The LUMO energy comes out at -2.38 eV. Its HOMO-LUMO gap is 9.32 eV. As for the molecular weight: 756.89 g/mol. As for the charge: +1.

Cartesian coordinates (Å):
C 3.19942 -0.02873 1.10877
C 3.05331 0.25581 -0.38646
C 3.64539 -0.82300 -1.29394
C 2.88924 -2.17147 -1.34801
C 1.40331 -2.12297 -1.01287
C 0.73605 -3.49243 -0.85509
C 0.44678 -4.19871 -2.18797
C -0.73725 -5.17938 -2.12372
C -2.06214 -4.57241 -2.61312
C -2.83463 -3.80269 -1.51877
C -3.00486 -2.30266 -1.78225
C -1.62120 -1.63423 -1.83638
P -1.63741 0.12649 -2.10374
C 0.02865 0.64924 -2.56038
O -0.08580 1.98032 -3.01230
C 1.13824 2.51913 -3.46387
C 1.84567 3.32454 -2.43630
O 1.46917 2.30188 -4.59329
C -2.24094 1.07432 -0.69088
C -1.99667 0.35658 0.64233
C -0.50115 0.22264 0.99472
Br -2.93283 1.36800 2.00509
H 2.55045 -0.84194 1.44296
H 2.97983 0.85254 1.71092
H 4.22680 -0.33759 1.32493
H 3.55618 1.20331 -0.60619
H 1.99362 0.41539 -0.62727
H 4.66110 -1.01198 -0.93155
H 3.76172 -0.42830 -2.30565
H 3.38382 -2.91059 -0.71155
H 2.98045 -2.55560 -2.36999
H 0.89518 -1.60208 -1.83714
H 1.23738 -1.54253 -0.10265
H 1.38033 -4.14019 -0.25005
H -0.18889 -3.38309 -0.28127
H 1.34620 -4.72931 -2.51215
H 0.25334 -3.44727 -2.96236
H -0.86620 -5.48506 -1.07868
H -0.51175 -6.09605 -2.67240
H -2.70088 -5.35874 -3.02037
H -1.85634 -3.90247 -3.45600
H -3.81919 -4.24327 -1.35463
H -2.29292 -3.90481 -0.57224
H -3.61980 -1.86764 -0.98911
H -3.53578 -2.13398 -2.72475
H -1.05590 -2.05001 -2.67765
H -1.05709 -1.82207 -0.92119
H -2.42856 0.40210 -3.21702
H 0.39325 -0.03344 -3.33816
H 0.68219 0.55389 -1.68341
H 2.23669 2.67298 -1.65041
H 1.15555 4.02992 -1.97085
H 2.67678 3.84984 -2.90155
H -3.29582 1.30882 -0.84370
H -1.69379 2.02119 -0.69624
H -2.45083 -0.63318 0.62351
H 0.10957 0.86943 0.36112
H -0.28984 0.53144 2.01635
H -0.15976 -0.80855 0.88730
C 0.49149 1.50278 6.94136
C -0.70264 1.24213 6.00865
C -0.37182 1.89119 4.66168
S 1.41646 1.88127 4.52088
O 1.89142 3.24086 4.49560
O 1.80165 0.97159 3.46560
C 1.73952 1.16537 6.12720
H 0.43981 0.89441 7.84261
H 0.51780 2.55081 7.24596
H -0.82810 0.17108 5.86084
H -1.63256 1.63270 6.42020
H -0.76046 1.32827 3.82221
H -0.69449 2.92904 4.59734
H 2.66319 1.58863 6.51419
H 1.84579 0.09074 5.98150
C 0.75535 5.52617 -6.08460
C 1.40526 5.25221 -7.44836
C 1.09575 6.45442 -8.34911
S 0.91282 7.86982 -7.24980
O -0.45059 8.32802 -7.31063
O 2.00319 8.78844 -7.43448
C 1.13256 6.95838 -5.72141
H 1.09714 4.81934 -5.33100
H -0.33063 5.43872 -6.16333
H 2.48446 5.14978 -7.32322
H 1.03847 4.32857 -7.89243
H 1.88810 6.67978 -9.05747
H 0.15020 6.34222 -8.87523
H 0.50435 7.41350 -4.95951
H 2.18264 7.04364 -5.44297
C -2.20886 -3.93932 7.56564
C -3.47239 -4.17055 6.72419
C -3.29929 -3.38606 5.41698
S -1.52572 -3.31512 5.11680
O -1.10183 -1.93454 5.18816
O -1.18274 -4.09876 3.95818
C -1.03123 -4.15024 6.61910
H -2.15758 -4.61792 8.41461
H -2.19677 -2.91825 7.95233
H -3.57664 -5.23425 6.50549
H -4.37116 -3.85419 7.24978
H -3.76558 -3.86521 4.56027
H -3.64762 -2.35871 5.50406
H -0.09266 -3.72063 6.96044
H -0.89353 -5.20159 6.36919

Atomic partial charges in e from the Mulliken method, atoms 1 to 2: -1.267, 1.259

=====

[6]
Formula: C6H10
Source: OMol25
Level of theory: ωB97M-V with the def2-TZVPD basis set

The LUMO energy comes out at 1.13 eV. Its HOMO-LUMO gap is 9.91 eV. The SMILES is C#C[C@H](C)CC. As for the molecular weight: 82.15 g/mol.

Cartesian coordinates (Å):
C -1.23248 2.25495 -0.45183
C -0.91994 1.09195 -0.56738
C -0.56683 -0.31547 -0.52506
C -1.73358 -1.19388 -0.05708
C 0.91226 -0.57591 0.45529
C 2.04349 0.43220 0.18283
H -1.48723 3.28771 -0.32168
H 0.24841 -0.70012 -1.09087
H -2.02396 -0.87748 0.95568
H -2.65981 -1.15535 -0.65625
H -1.41910 -2.23724 -0.02847
H 1.31309 -1.60568 0.29312
H 0.50546 -0.51487 1.44776
H 2.55444 0.28570 -0.78204
H 1.63451 1.44388 0.19467
H 2.83125 0.37961 0.95132

Atomic partial charges in e from the Mulliken method, atoms 1 to 2: 0.191, -0.546

=====

Q: Which of these has the lowest molecular weight?
A: C6H10

=====

Q: What is the molecular weight in the third record?
A: 520.75 g/mol

=====

Q: The lowest molecular weight belongs to which entry?
A: C6H10